# 1
Density functional theory data (wB97M-V/def2-TZVPD) for C18H17ClF2N4O3 in the gas phase at a distorted geometry.

Bonds (Å) are listed after each position.
Geometry (Å):
1 O -2.516 -1.277 -2.360  C2 1.213
2 C -2.653 -0.587 -1.373  O1 1.213, N3 1.400, N11 1.361
3 N -3.904 -0.509 -0.748  C2 1.400, C4 1.381, H29 1.016
4 C -4.590 0.618 -0.339  N3 1.381, C5 1.401, C9 1.402
5 C -4.080 1.922 -0.407  C4 1.401, N6 1.315, H30 1.080
6 N -4.743 2.991 -0.021  C5 1.315, C7 1.320
7 C -5.967 2.850 0.453  N6 1.320, C8 1.388, H31 1.080
8 C -6.597 1.617 0.555  C7 1.388, C9 1.382, H32 1.078
9 C -5.897 0.496 0.153  C4 1.402, C8 1.382, Cl10 1.736
10 Cl -6.640 -1.071 0.242  C9 1.736
11 N -1.651 0.142 -0.809  C2 1.361, C12 1.447, C28 1.451
12 C -1.530 0.365 0.616  N11 1.447, C13 1.533, H33 1.089, H34 1.094
13 C -0.611 -0.697 1.232  C12 1.533, N14 1.450, H35 1.092, H36 1.106
14 N 0.689 -0.648 0.590  C13 1.450, C15 1.453, C27 1.453
15 C 1.663 -1.523 1.219  N14 1.453, C16 1.506, H37 1.104, H38 1.095
16 C 3.051 -1.201 0.730  C15 1.506, C17 1.388, C21 1.398
17 C 3.901 -2.196 0.269  C16 1.388, C18 1.392, H39 1.079
18 C 5.189 -1.923 -0.184  C17 1.392, C19 1.372, H40 1.076
19 C 5.577 -0.607 -0.158  C18 1.372, C20 1.392, O26 1.386
20 C 4.729 0.398 0.298  C19 1.392, C21 1.370, O22 1.386
21 C 3.462 0.135 0.750  C16 1.398, C20 1.370, H41 1.076
22 O 5.402 1.605 0.202  C20 1.386, C23 1.361
23 C 6.632 1.309 -0.302  O22 1.361, F24 1.353, F25 1.352, O26 1.361
24 F 7.597 1.739 0.542  C23 1.353
25 F 6.853 2.012 -1.435  C23 1.352
26 O 6.775 -0.024 -0.538  C19 1.386, C23 1.361
27 C 0.552 -0.928 -0.829  N14 1.453, C28 1.526, H42 1.091, H43 1.104
28 C -0.357 0.120 -1.465  N11 1.451, C27 1.526, H44 1.090, H45 1.093
29 H -4.513 -1.274 -1.022  N3 1.016
30 H -3.096 2.099 -0.813  C5 1.080
31 H -6.468 3.758 0.754  C7 1.080
32 H -7.604 1.532 0.930  C8 1.078
33 H -2.506 0.327 1.095  C12 1.089
34 H -1.090 1.355 0.774  C12 1.094
35 H -0.487 -0.488 2.297  C13 1.092
36 H -1.085 -1.690 1.123  C13 1.106
37 H 1.439 -2.589 1.040  C15 1.104
38 H 1.622 -1.348 2.299  C15 1.095
39 H 3.558 -3.220 0.259  C17 1.079
40 H 5.846 -2.697 -0.540  C18 1.076
41 H 2.803 0.912 1.095  C21 1.076
42 H 1.540 -0.887 -1.291  C27 1.091
43 H 0.123 -1.930 -1.005  C27 1.104
44 H -0.511 -0.104 -2.520  C28 1.090
45 H 0.092 1.111 -1.354  C28 1.093

Computed properties:
HOMO energy ... -8.9 eV
E_LUMO ... 0.56 eV
SMILES string ... O=C(Nc1cnccc1Cl)N1CCN(Cc2ccc3c(c2)OC(F)(F)O3)CC1
Spin multiplicity ... 1
Total charge ... 0

=====

# 2
Density functional theory data (wB97M-V/def2-TZVPD) for C3Cl2F4 in the gas phase at a distorted geometry.

Bonds (Å) are listed after each position.
Geometry (Å):
1 C 0.003 0.809 -0.040  C2 1.490, C3 1.489, F4 1.345, F5 1.341
2 C 0.843 -0.271 -0.632  C1 1.490, F6 1.337, Cl8 1.697
3 C -0.848 -0.193 0.661  C1 1.489, F7 1.336, Cl9 1.695
4 F -0.669 1.561 -0.929  C1 1.345
5 F 0.683 1.641 0.762  C1 1.341
6 F 0.382 -0.908 -1.714  C2 1.337
7 F -0.432 -0.680 1.834  C3 1.336
8 Cl 2.176 -0.968 0.152  C2 1.697
9 Cl -2.137 -0.992 -0.094  C3 1.695

Computed properties:
HOMO energy ... -8.6 eV
E_LUMO ... -0.16 eV
Spin multiplicity ... 1
Relative energy (zero: lowest compared OMol25 entry of this formula, charge and spin) ... 47.7 kcal per mole
Total charge ... 0

=====

Number 1: orbital gap 9.47 eV. Number 2: orbital gap 8.42 eV.